This record from the Open Molecules 2025 dataset describes a molecular structure, C41H49ClIrN6O6S2SiTe. The level of theory is the ωB97M-V functional and the def2-TZVPD basis.

ΔE to the lowest compared entry with this formula, charge and spin ... 0.0 kJ/mol
Orbital gap ... 7.811 eV
Net charge ... +1

Structure (XYZ):
```
108
C41H49ClIrN6O6S2SiTe | the Open Molecules 2025 dataset | the ωB97M-V functional and the def2-TZVPD basis
H -5.1510 -0.8752 1.2708
H 2.8956 3.4793 -3.7807
S -1.1268 0.4721 -4.5432
C -2.7555 -4.0970 1.4202
C 1.1442 -3.0457 -0.5506
C -6.9479 -0.6801 -3.1420
C -7.2196 -0.1050 -0.8513
H 2.7310 5.2196 -0.0677
C -3.1703 -5.0134 -2.5253
C -0.2100 4.1236 -3.3399
H -4.1291 3.1402 -3.3054
H -2.1699 4.9397 -3.9169
C 4.3463 1.5661 0.7285
H 2.3721 -4.6196 -3.2805
C -1.0770 2.0937 -4.0771
H 3.0649 1.8027 -3.2282
C -3.4886 -3.7712 -1.9746
C -2.7195 -2.6847 -2.4030
H -9.5190 0.7377 -2.7223
C 1.6769 -4.0727 -1.3063
H -3.6547 1.4393 -3.3798
H 4.8022 0.2360 2.3745
H -6.0039 0.6612 1.3115
H -4.7288 -4.6517 -0.4756
H -3.6764 -1.1238 2.7636
C -1.7493 4.1649 -3.2737
C -5.3044 0.0608 0.7328
C -4.6286 -3.7002 -0.9949
C -5.5682 -0.7809 -2.9882
C -5.0466 -0.6002 -1.6981
N 1.2767 -1.3937 -5.2797
C 2.4650 4.7248 -1.0033
C -3.5154 2.4167 -3.8379
H -3.8476 2.3608 -4.8762
N 1.9871 0.2335 0.6122
H 1.4660 -1.2645 -6.2601
H -2.1157 4.3163 -2.2576
O -2.7822 1.2006 2.2143
Te -2.9120 -0.7066 -1.6863
C -1.6843 -2.8358 -3.3230
C 3.4299 1.9565 -0.2420
H 0.5519 -0.8266 -4.8595
H 0.8389 -0.6613 -2.7574
S 0.8074 1.3872 -1.2427
O -0.5563 1.0670 1.4629
C -4.6575 -4.3736 2.8607
C 2.8749 -0.1301 1.5396
O -1.5980 3.1577 1.6284
H 4.4847 2.7325 -3.6905
C -4.7693 -1.0308 -4.2494
C 3.5155 2.7967 -3.1942
H -5.3913 -2.5963 3.8127
H 5.6687 4.8467 -1.8415
H 2.4161 5.4879 -1.7824
O -2.3162 1.6572 -0.0516
H -4.6673 -2.0966 -4.4584
H -5.3912 -5.0185 3.3253
H 6.1992 3.2486 -1.3323
C 1.9340 -3.8594 -2.6476
Si 3.7198 3.4065 -1.4254
C 1.0914 -1.6432 -2.3842
H -7.3637 -0.8325 -4.1318
C -3.6982 -4.9171 2.0168
C -2.1448 -5.1749 -3.4428
Ir 0.1079 -0.3735 0.1449
Cl -1.8624 1.8073 1.3126
H -0.5901 -4.1957 -4.5657
H -9.8171 -0.3392 -1.3614
C -9.2747 -0.2384 -2.2994
H -3.6833 -5.9823 1.8286
H -4.4938 -2.9291 -0.2369
C -4.6632 -3.0118 3.1289
H 5.5984 4.4117 -0.1404
C -2.7880 -2.7278 1.6636
H -4.3530 0.5917 0.7005
N 0.0402 2.8319 -3.9703
O 2.6865 -3.1594 -5.2320
H -3.7661 -0.5928 -4.2582
C -7.7939 -0.3624 -2.0886
H -5.2948 -0.5725 -5.0858
H 1.8922 -5.0198 -0.8332
H -2.0031 -4.5126 0.7605
C 2.2404 1.2349 -0.2508
C -5.8513 -0.2087 -0.6340
H -9.6378 -0.9962 -2.9923
H 0.1950 4.9338 -3.9447
H -3.7466 -5.8755 -2.2120
H 0.2413 4.1617 -2.3445
H 0.9331 -3.1630 0.5025
C -1.3906 -4.0829 -3.8452
H -7.8502 0.1859 -0.0197
N -1.8639 -1.1361 -0.0521
H -1.1160 -1.9723 -3.6480
H -5.5691 -3.4962 -1.5098
H -1.9342 -6.1579 -3.8429
N 0.8621 -1.8427 -1.0762
H 0.9330 2.3708 -3.9106
C 5.4569 4.0279 -1.1517
C 1.6212 -2.6253 -3.2001
C -3.7229 -2.1824 2.5346
H 5.2969 2.0805 0.7961
H 2.5844 -0.9288 2.2087
N -2.1362 2.8367 -3.7484
O -0.5786 -1.8292 1.5214
C -1.7645 -1.8691 1.0342
C 4.0844 0.5247 1.6216
C 1.9146 -2.4128 -4.6659
H 1.4668 4.2974 -0.8737
```

Here are the Mulliken charges for atoms 1 to 5, given in e:
1 H 0.26
2 H 0.34
3 S -0.22
4 C -0.05
5 C -0.33


This record from the Open Molecules 2025 dataset describes 2 unconnected molecules or ions with the total composition C6H9NO2 in a non-equilibrium geometry. The level of theory is the ωB97M-V functional and the def2-TZVPD basis.

ΔE to the lowest compared entry with this formula, charge and spin ... 308.6 kJ/mol
Orbital gap ... 9.645 eV
Net charge ... 0

Structure (XYZ):
```
18
C6H9NO2 | the Open Molecules 2025 dataset | the ωB97M-V functional and the def2-TZVPD basis
H -0.4684 -3.1397 -1.2665
H 1.3177 -3.6391 -1.9055
H -2.0429 0.5888 1.3206
H 1.1870 0.7672 -0.7124
H -1.3327 2.1316 1.7048
N 1.2226 -2.9092 -0.0138
H 0.8883 -1.9710 -1.7207
C 1.2922 -2.2664 0.9725
O 1.3851 -1.7745 2.0152
C 0.6193 -2.9666 -1.2821
H 0.7925 0.6968 1.1337
C -1.8302 1.6675 0.9168
H -1.1334 1.4103 -1.2772
H -2.6639 2.2031 0.6403
O 0.5967 3.7487 -0.3328
C 0.2598 2.6158 -0.1009
C 0.6833 1.1635 0.1415
C -0.7732 1.6732 -0.2335
```

Here are the natural (NBO) charges for atoms 1 to 5, given in e:
1 H 0.22
2 H 0.22
3 H 0.21
4 H 0.23
5 H 0.21


This record from the Open Molecules 2025 dataset describes 2 unconnected molecules or ions with the total composition C3H5NO2. The level of theory is the ωB97M-V functional and the def2-TZVPD basis.

ΔE to the lowest compared entry with this formula, charge and spin ... 254.5 kJ/mol
Orbital gap ... 9.938 eV
Net charge ... 0

Structure (XYZ):
```
11
C3H5NO2 | the Open Molecules 2025 dataset | the ωB97M-V functional and the def2-TZVPD basis
O 0.6537 0.5147 1.5148
C -0.3391 1.0358 1.0605
C 1.6811 -1.2797 -0.3738
H -0.6817 2.0325 1.3908
H -2.1726 0.6499 -1.5963
C -1.1849 0.3998 -0.0043
H 2.6412 -0.7538 -0.2036
H 1.2510 -1.7983 0.5001
H -1.2959 -0.6906 0.0309
N -1.6850 1.1779 -0.8708
O 1.1322 -1.2883 -1.4481
```

Here are the natural (NBO) charges for atoms 1 to 5, given in e:
1 O -0.51
2 C 0.39
3 C 0.29
4 H 0.13
5 H 0.35